Density functional theory data (the ωB97M-V functional and the def2-TZVPD basis) for a gas-phase ion, C4H11BrClN3OP (charge +1).

```
! wB97M-V def2-TZVPD RIJCOSX def2/J DEFGRID3
* xyz 1 1
C -1.1047 -2.0382 -1.0045
C -0.1446 -2.1259 0.1829
Br 1.7229 -2.3061 -0.3802
C -0.3185 -1.0218 1.2431
N 0.7598 -0.0228 1.2955
C 0.9070 0.9763 0.4999
N 1.9559 1.8842 0.6782
N 0.0094 1.1304 -0.5126
P -0.1669 2.8191 -1.0624
O -1.1614 2.5634 -2.3156
Cl -1.3294 3.5149 0.5197
H -0.6535 -2.5025 -1.8685
H -1.4121 -1.0245 -1.2188
H -2.0089 -2.5556 -0.7132
H -0.3635 -3.0564 0.6772
H -0.3586 -1.4826 2.2186
H -1.2537 -0.4910 1.1184
H 1.4214 -0.1335 2.0529
H 2.8364 1.3764 0.7481
H 1.8315 2.3518 1.5770
H 0.2269 0.5162 -1.2980
H -1.3953 1.6283 -2.4377
*
```

Results
HOMO-LUMO gap, Ha: 0.3226
E_HOMO, eV: -13.1
Structure (SMILES): C[C@@H](Br)CN/C(N)=[NH+]/P(O)Cl

***

Density functional theory data (the ωB97M-V functional and the def2-TZVPD basis) for a molecular structure, C46H44BF3IN5O9PReS2.

```
! wB97M-V def2-TZVPD RIJCOSX def2/J DEFGRID3
* xyz 1 2
Re 0.1160 -1.4649 -0.6000
I -2.4639 -3.3420 -1.3588
C -4.0232 -2.4679 -2.4133
C -5.0485 -3.3479 -2.5994
C -6.2109 -2.9796 -3.3005
C -6.2994 -1.7221 -3.7998
C -5.2455 -0.7892 -3.6273
C -5.4144 0.4932 -4.1869
C -4.4418 1.4318 -4.0602
C -3.2695 1.1034 -3.3654
C -3.0305 -0.1272 -2.7910
P -1.2919 -0.1137 -2.0204
C -0.4208 0.1418 -3.6240
C -0.1017 -1.0542 -4.2730
C 0.5076 -1.0420 -5.5188
C 0.8171 0.1657 -6.1319
C 0.4980 1.3573 -5.4985
C -0.1242 1.3455 -4.2552
C -1.4382 1.4462 -1.0681
C -0.6536 2.5864 -1.2195
C -0.8720 3.7058 -0.4207
C -1.8607 3.6881 0.5479
C -2.6377 2.5458 0.7192
C -2.4322 1.4386 -0.0851
C -4.0489 -1.1340 -2.9135
H -4.9661 -4.3515 -2.2016
H -7.0123 -3.6955 -3.4313
H -7.1787 -1.4016 -4.3461
H -6.3343 0.7089 -4.7193
H -4.5577 2.4224 -4.4816
H -2.5248 1.8819 -3.2888
H -0.3269 -2.0052 -3.7957
H 0.7441 -1.9790 -6.0094
H 1.2958 0.1780 -7.1038
H 0.7175 2.3038 -5.9783
H -0.3879 2.2923 -3.8022
H 0.1322 2.6297 -1.9646
H -0.2697 4.5960 -0.5662
H -2.0296 4.5617 1.1651
H -3.4149 2.5247 1.4739
H -3.0619 0.5632 0.0370
N 0.0922 -3.4096 2.4765
C -0.6742 -2.3510 2.6592
N -1.1384 -2.1014 3.8897
S -1.2243 -1.2935 1.4049
H 0.2813 -4.0518 3.2303
H 0.4264 -3.6814 1.5614
H -1.0132 -2.7521 4.6473
H -1.7830 -1.3398 4.0104
F 2.5522 -5.8854 -2.3672
C 1.3020 -6.0913 -1.9440
F 0.4781 -6.0346 -2.9913
F 1.2202 -7.2927 -1.3908
S 0.8547 -4.8090 -0.7131
O 1.9943 -4.7336 0.1778
O -0.3672 -5.2528 -0.0880
O 0.7000 -3.6249 -1.5839
C 3.4344 2.4839 -2.4607
C 3.0982 1.0420 -2.2896
C 3.8002 -0.1127 -2.5563
C 2.9821 -1.1800 -2.1592
N 1.8126 -0.6988 -1.6973
N 1.9282 0.6477 -1.7829
C 3.3475 -2.6234 -2.2398
H 4.3420 2.5890 -3.0507
H 3.5934 2.9606 -1.4920
H 2.6287 3.0122 -2.9747
H 4.7879 -0.1930 -2.9838
H 1.1926 1.2316 -1.4199
H 4.3956 -2.7047 -2.5199
H 2.7430 -3.1431 -2.9804
H 3.1940 -3.1371 -1.2906
C -3.1932 3.9014 4.0438
C -1.8152 4.2501 4.6244
C -1.6462 3.5342 5.9750
C -1.7474 5.7605 4.8715
C -0.7392 3.7883 3.6323
C -0.0840 4.6860 2.7858
C 0.8809 4.2865 1.8569
C 1.1588 2.9495 1.7985
O 2.0679 2.2788 0.9835
B 1.9797 0.9758 1.4170
O 1.0516 0.7744 2.4129
C 0.5319 2.0487 2.6346
C -0.4130 2.4253 3.5506
H -3.9833 4.1544 4.7559
H -3.2649 2.8334 3.8189
H -3.3770 4.4565 3.1199
H -2.2997 3.9919 6.7202
H -0.6167 3.6065 6.3345
H -1.9148 2.4764 5.9162
H -2.4154 6.0247 5.6932
H -2.0666 6.3333 3.9968
H -0.7380 6.0781 5.1439
H -0.3305 5.7382 2.8348
H 1.3810 5.0033 1.2167
H -0.8862 1.6806 4.1778
O 2.8235 -0.0006 0.9361
C 2.6871 -1.3002 1.2019
O 1.7550 -1.9295 0.7394
C 3.7284 -1.8730 2.0746
C 4.6617 -1.0413 2.6968
C 5.6238 -1.5817 3.5317
C 5.6635 -2.9509 3.7485
C 4.7210 -3.7474 3.1306
C 3.7546 -3.2469 2.2910
N 4.7356 -5.2074 3.3936
O 5.7422 -5.6721 3.8855
O 3.7288 -5.8241 3.1169
H 4.6376 0.0257 2.5231
H 6.3471 -0.9399 4.0148
H 6.4069 -3.4047 4.3885
H 3.0474 -3.9067 1.8067
*
```

Results
HOMO-LUMO gap (spin up / spin down), Ha: 0.2481 / 0.2484
E_HOMO (spin up / spin down), eV: -9.8 / -9.8
Energy relative to the best compared isomer or geometry (same formula, charge and spin), eV: 2.103

***

Density functional theory data (the ωB97M-V functional and the def2-TZVPD basis) for 10 unconnected molecules or ions with the total composition C9H36F2NO13S2.

```
! wB97M-V def2-TZVPD RIJCOSX def2/J DEFGRID3
* xyz -1 1
N 0.1743 -0.2118 0.9565
S 0.9254 0.8601 1.6757
O 0.4588 2.2244 1.4394
O 2.3385 0.6436 1.9421
F 0.4131 0.4330 3.1572
S 1.1012 0.1247 -0.4927
O 2.3605 -0.5799 -0.7293
O 0.9739 1.4278 -1.1241
F 0.1389 -0.7502 -1.4199
C -0.6991 4.1695 -2.1853
O 0.6952 4.2636 -2.0434
H -1.0718 4.1735 -1.1610
H -1.1776 4.9299 -2.8025
H -0.9629 3.1568 -2.4904
H 0.8207 3.3942 -1.6561
C 4.2574 2.1735 -0.7231
O 3.9703 2.1865 0.6196
H 5.0775 2.8708 -0.8947
H 4.4417 1.1840 -1.1413
H 3.2999 2.5038 -1.1257
H 3.6346 1.3515 0.9536
C -1.1194 -3.3735 1.5054
O 0.0920 -2.7347 1.9309
H -1.2545 -3.5395 0.4367
H -1.1997 -4.3243 2.0324
H -1.9802 -2.7985 1.8467
H 0.0768 -1.8749 1.5042
C 1.4135 -4.0515 -0.8996
O 1.5317 -5.0933 -1.9039
H 1.3709 -4.5131 0.0869
H 2.1890 -3.3040 -0.7329
H 0.4789 -3.5195 -1.0775
H 1.2167 -4.7264 -2.7332
C -2.8413 1.3512 0.7685
O -2.3976 0.1382 0.3190
H -3.9138 1.5079 0.8836
H -2.3682 1.6068 1.7166
H -2.3570 2.0834 0.1223
H -1.4703 -0.0264 0.5053
C 2.1786 -1.9649 -3.9767
O 1.6746 -3.2687 -4.1258
H 2.4928 -1.8420 -2.9402
H 3.0722 -1.8059 -4.5802
H 1.4667 -1.1800 -4.2322
H 0.7437 -3.2239 -3.8955
C -0.8099 -2.8138 5.4283
O -1.0478 -1.6891 4.6127
H -0.6440 -3.7000 4.8156
H 0.0709 -2.6657 6.0531
H -1.7268 -2.9693 5.9968
H -0.6828 -1.8298 3.7360
C -1.7466 0.3934 -4.2036
O -2.6761 -0.4471 -4.9456
H -0.7485 0.0114 -3.9891
H -1.5374 1.2714 -4.8147
H -2.3328 0.8092 -3.3842
H -3.4641 0.0872 -5.0690
C -1.8799 3.9293 3.4742
O -3.1030 3.4358 4.0740
H -1.5003 3.2835 2.6823
H -1.9059 4.9486 3.0890
H -1.1481 3.9633 4.2813
H -3.3835 3.9295 4.8481
*
```

Results
HOMO-LUMO gap, Ha: 0.3306
E_HOMO, eV: -6.8
Energy relative to the best compared isomer or geometry (same formula, charge and spin), eV: 2.596

***

Repeat the first record exactly.
Density functional theory data (the ωB97M-V functional and the def2-TZVPD basis) for a gas-phase ion, C4H11BrClN3OP (charge +1).

```
! wB97M-V def2-TZVPD RIJCOSX def2/J DEFGRID3
* xyz 1 1
C -1.1047 -2.0382 -1.0045
C -0.1446 -2.1259 0.1829
Br 1.7229 -2.3061 -0.3802
C -0.3185 -1.0218 1.2431
N 0.7598 -0.0228 1.2955
C 0.9070 0.9763 0.4999
N 1.9559 1.8842 0.6782
N 0.0094 1.1304 -0.5126
P -0.1669 2.8191 -1.0624
O -1.1614 2.5634 -2.3156
Cl -1.3294 3.5149 0.5197
H -0.6535 -2.5025 -1.8685
H -1.4121 -1.0245 -1.2188
H -2.0089 -2.5556 -0.7132
H -0.3635 -3.0564 0.6772
H -0.3586 -1.4826 2.2186
H -1.2537 -0.4910 1.1184
H 1.4214 -0.1335 2.0529
H 2.8364 1.3764 0.7481
H 1.8315 2.3518 1.5770
H 0.2269 0.5162 -1.2980
H -1.3953 1.6283 -2.4377
*
```

Results
HOMO-LUMO gap, Ha: 0.3226
E_HOMO, eV: -13.1
Structure (SMILES): C[C@@H](Br)CN/C(N)=[NH+]/P(O)Cl